[1]
This record from the Open Molecules 2025 dataset describes a 2-piece molecular cluster, C2H4N2 overall in a non-equilibrium geometry. The level of theory is the ωB97M-V functional and the def2-TZVPD basis.

Properties
* total charge: +2
* maximum force: 3.9 eV/A
* energy relative to the best compared isomer or geometry (same formula, charge and spin): 103.93 kJ/mol
* multiplicity: 1
* LUMO energy: -10.83 eV

Last column: natural (NBO) charge in e.
Atoms and positions in Å:
C 1.364 0.231 0.404  0.4639
C -2.080 -0.079 0.307  0.5979
N 2.191 -0.093 -0.254  -0.3025
N -1.227 0.132 -0.398  -0.4364
H 0.728 0.527 1.197  0.3048
H -2.782 -0.451 1.051  0.3468
H 2.719 -0.513 -1.014  0.5311
H -0.913 0.247 -1.292  0.4943

[2]
This record from the Open Molecules 2025 dataset describes a 2-piece molecular cluster, C2H4N2O overall in a non-equilibrium geometry. The level of theory is the ωB97M-V functional and the def2-TZVPD basis.

Properties
* total charge: 0
* maximum force: 2.7 eV/A
* energy relative to the best compared isomer or geometry (same formula, charge and spin): 399.79 kJ/mol
* multiplicity: 1
* LUMO energy: 0.65 eV

Last column: natural (NBO) charge in e.
Atoms and positions in Å:
C 1.054 0.954 0.198  0.7391
C 0.123 1.931 0.305  -0.8028
N -0.621 -1.868 -0.118  -0.4069
N -1.009 -0.715 -0.200  -0.2250
O 1.807 0.085 -0.047  -0.5125
H -0.875 1.484 0.310  0.2898
H 0.475 2.948 0.076  0.2580
H -1.396 -2.622 -0.125  0.3361
H 0.443 -2.198 -0.399  0.3241

[3]
This record from the Open Molecules 2025 dataset describes one molecule with the formula C2H4N2O in a non-equilibrium geometry. The level of theory is the ωB97M-V functional and the def2-TZVPD basis.

Properties
* total charge: 0
* maximum force: 4.6 eV/A
* energy relative to the best compared isomer or geometry (same formula, charge and spin): 194.58 kJ/mol
* multiplicity: 1
* SMILES: C1=NNCO1
* LUMO energy: 0.95 eV

Last column: natural (NBO) charge in e.
Atoms and positions in Å:
C 1.319 0.145 -0.084  0.3343
N 0.683 1.209 -0.064  -0.3243
N -0.748 0.803 -0.289  -0.5050
C -0.716 -0.618 -0.005  0.0689
O 0.723 -0.971 -0.210  -0.4697
H 2.377 0.129 0.072  0.1918
H -1.379 1.270 0.272  0.3641
H -0.902 -0.852 0.999  0.1513
H -1.356 -1.115 -0.691  0.1886

[4]
This record from the Open Molecules 2025 dataset describes one molecule with the formula C2H4N2O in a non-equilibrium geometry. The level of theory is the ωB97M-V functional and the def2-TZVPD basis.

Properties
* total charge: 0
* maximum force: 3.6 eV/A
* energy relative to the best compared isomer or geometry (same formula, charge and spin): 467.08 kJ/mol
* multiplicity: 1
* LUMO energy (alpha / beta): -1.33 / -1.33 eV

Last column: natural (NBO) charge in e.
Atoms and positions in Å:
C 0.836 0.234 0.226  0.5260
N -0.327 0.345 -0.480  -0.6671
O 1.929 -0.177 -0.412  -0.6050
C -1.465 -0.248 0.460  0.0983
N -2.653 -0.344 0.398  -0.5223
H 1.686 -0.715 -1.181  0.5110
H -0.411 0.752 -1.414  0.4133
H 1.049 0.773 1.144  0.2179
H -0.645 -0.621 1.258  0.0279

[5]
This record from the Open Molecules 2025 dataset describes one molecule with the formula C2H4N2O in a non-equilibrium geometry. The level of theory is the ωB97M-V functional and the def2-TZVPD basis.

Properties
* total charge: 0
* maximum force: 2.9 eV/A
* energy relative to the best compared isomer or geometry (same formula, charge and spin): 111.55 kJ/mol
* multiplicity: 1
* SMILES: N/C=N/C=O
* LUMO energy: 0.71 eV

Last column: natural (NBO) charge in e.
Atoms and positions in Å:
N 0.747 -0.651 1.421  -0.8033
C 0.208 -0.569 0.221  0.3316
N -0.139 0.667 0.001  -0.6300
C -0.714 0.960 -1.198  0.5245
O -1.084 2.055 -1.542  -0.5525
H 1.097 -1.520 1.815  0.4207
H 0.600 0.418 1.574  0.4619
H 0.091 -1.423 -0.449  0.1840
H -0.806 0.063 -1.843  0.0631

[6]
This record from the Open Molecules 2025 dataset describes a 2-piece molecular cluster, C2H4N2O overall in a non-equilibrium geometry. The level of theory is the ωB97M-V functional and the def2-TZVPD basis.

Properties
* total charge: 0
* maximum force: 6.6 eV/A
* energy relative to the best compared isomer or geometry (same formula, charge and spin): 286.30 kJ/mol
* multiplicity: 1
* LUMO energy (alpha / beta): -0.52 / -0.52 eV

Last column: natural (NBO) charge in e.
Atoms and positions in Å:
C -0.718 1.213 -1.282  0.2010
C 0.180 0.537 -0.439  0.1727
N -1.417 1.913 -1.859  -0.2249
N 0.535 -0.790 -0.511  -0.7323
O -0.876 0.679 1.351  -0.8796
H 0.990 1.043 -0.087  0.2315
H 1.224 -1.123 0.178  0.4082
H -0.226 -1.422 -0.601  0.3955
H -1.443 1.339 1.183  0.4278

Number 2 is which compound?
C2H4N2O

Which value of maximum force does entry 6 give?
6.6 eV/A

Which formula does entry 5 have?
C2H4N2O

multiplicity of number 4 (C2H4N2O)?
1